DFT (wB97M-V/def2-TZVPD) results for 2 unconnected molecules or ions with the total composition BrH4NSi.

Output
Energy relative to the best compared isomer or geometry (same formula, charge and spin) in kJ/mol: 181.9
HOMO energy in eV: -9.4336
HOMO-LUMO gap in Eh: 0.3505

Geometry as ORCA input:
```
! RIJCOSX wB97M-V def2-TZVPD def2/J DEFGRID3
* xyz 0 1
N 0.79 0.36 -0.71
Si -0.46 -0.10 0.36
Br -1.52 -1.87 -0.58
H 0.94 1.39 -0.68
H 1.65 0.01 -1.07
H -1.45 1.14 0.35
H 0.05 -0.95 2.33
*
```

DFT (wB97M-V/def2-TZVPD) results for 2 unconnected molecules or ions with the total composition C19H31BN5O6S.

Output
HOMO energy in eV: -11.5333
HOMO-LUMO gap in Eh: 0.2260

Geometry as ORCA input:
```
! RIJCOSX wB97M-V def2-TZVPD def2/J DEFGRID3
* xyz 1 1
C -2.40 1.05 3.49
C -2.51 -0.51 3.01
N -3.62 -0.83 2.35
C -1.28 -1.54 3.31
C -0.95 -2.49 2.02
N -1.40 -3.88 2.11
C -1.13 -4.78 0.99
N -1.61 -6.21 1.09
C -2.88 -6.15 0.67
O -3.99 -6.02 0.08
C -0.36 -4.35 -0.33
B -0.11 -5.49 -1.47
N 0.87 -6.59 -1.11
O -0.74 -5.44 -2.80
C 0.15 -2.84 -0.50
C 0.90 -2.29 -1.79
O 0.68 -2.65 -3.00
O 1.90 -1.25 -1.62
C 1.86 -0.29 -2.72
C 0.46 0.49 -2.91
C 0.64 2.10 -3.17
S 0.14 3.15 -1.72
C -0.16 -1.90 0.77
C 0.29 -0.36 0.88
C 1.69 -0.37 1.72
O 2.24 -1.53 1.96
N 2.34 0.84 2.27
C 3.70 0.39 2.80
C 2.68 1.84 1.18
H -3.29 1.32 4.17
H -1.40 1.18 4.05
H -2.40 1.74 2.56
H -3.58 -1.83 2.10
H -1.64 -2.22 4.17
H -0.33 -0.99 3.68
H -1.89 -4.27 2.95
H 1.28 -6.33 -0.18
H 1.68 -6.57 -1.76
H 0.03 -5.39 -3.44
H 2.66 0.52 -2.47
H 2.22 -0.74 -3.74
H -0.32 0.28 -2.09
H -0.01 0.08 -3.90
H -0.09 2.37 -4.04
H 1.70 2.36 -3.57
H -0.84 2.52 -0.95
H -0.43 0.31 1.49
H 0.47 0.17 -0.12
H 4.28 1.34 3.15
H 3.61 -0.28 3.73
H 4.35 -0.08 1.96
H 2.35 2.90 1.48
H 2.24 1.48 0.18
H 3.84 1.87 1.06
C -0.85 8.04 -2.31
C -1.38 6.64 -2.03
O -2.16 6.64 -0.84
H -0.24 8.39 -1.47
H -0.24 8.05 -3.22
H -1.68 8.74 -2.42
H -0.55 5.94 -1.89
H -2.00 6.28 -2.86
H -2.89 7.26 -0.97
*
```

DFT (wB97M-V/def2-TZVPD) results for 2 unconnected molecules or ions with the total composition C2H2N2O.

Output
Energy relative to the best compared isomer or geometry (same formula, charge and spin) in kJ/mol: 438.5
HOMO energy (alpha / beta) in eV: -9.1085 / -9.1060
HOMO-LUMO gap (alpha / beta) in Eh: 0.3019 / 0.3018

Geometry as ORCA input:
```
! RIJCOSX wB97M-V def2-TZVPD def2/J DEFGRID3
* xyz 0 1
C 0.37 -0.43 -0.46
C 0.05 -1.48 -1.08
N -0.17 1.46 1.04
N -0.83 0.52 0.81
O -0.15 -2.53 -1.59
H 1.05 0.43 -0.58
H -0.32 2.03 1.87
*
```

DFT (wB97M-V/def2-TZVPD) results for C19H35N3O3S in the gas phase.

Output
Energy relative to the best compared isomer or geometry (same formula, charge and spin) in kJ/mol: 16.5
HOMO energy in eV: -8.6907
HOMO-LUMO gap in Eh: 0.3409

Geometry as ORCA input:
```
! RIJCOSX wB97M-V def2-TZVPD def2/J DEFGRID3
* xyz 0 1
C -3.86 -3.87 -1.40
S -3.77 -2.56 -0.14
C -2.45 -3.25 0.93
C -1.05 -3.11 0.35
C -0.39 -1.76 0.64
N -1.28 -0.66 0.31
C -1.20 0.54 0.89
O -0.28 0.85 1.63
C -2.35 1.49 0.59
C -3.63 1.01 1.28
C -4.76 2.00 1.04
C -5.02 2.19 -0.46
C -6.15 3.17 -0.70
C -3.73 2.66 -1.14
C -2.60 1.66 -0.91
C 0.93 -1.65 -0.16
O 1.25 -2.46 -1.01
N 1.64 -0.57 0.19
C 2.91 -0.23 -0.41
C 4.03 -0.30 0.63
N 5.33 -0.06 0.02
C 5.59 1.36 -0.19
C 6.91 1.51 -0.95
O 7.98 0.92 -0.25
C 7.72 -0.44 -0.01
C 6.43 -0.64 0.77
H -4.16 -4.80 -0.92
H -4.61 -3.55 -2.12
H -2.90 -3.98 -1.89
H -2.71 -4.30 1.09
H -2.54 -2.72 1.88
H -1.07 -3.25 -0.73
H -0.41 -3.89 0.77
H -0.14 -1.67 1.71
H -2.07 -0.88 -0.28
H -2.06 2.46 1.01
H -3.91 0.03 0.89
H -3.45 0.91 2.35
H -5.67 1.64 1.52
H -4.51 2.96 1.48
H -5.30 1.22 -0.89
H -6.34 3.29 -1.76
H -5.90 4.15 -0.29
H -7.07 2.83 -0.23
H -3.90 2.78 -2.21
H -3.45 3.64 -0.74
H -2.88 0.71 -1.36
H -1.68 2.01 -1.40
H 1.26 0.06 0.89
H 3.11 -0.96 -1.21
H 2.85 0.77 -0.85
H 3.82 0.41 1.45
H 4.04 -1.31 1.05
H 4.79 1.79 -0.79
H 5.66 1.90 0.77
H 7.17 2.56 -1.08
H 6.81 1.03 -1.94
H 8.58 -0.82 0.55
H 7.65 -0.97 -0.97
H 6.24 -1.70 0.91
H 6.53 -0.17 1.77
*
```

DFT (wB97M-V/def2-TZVPD) results for a molecular structure, C7H17O3Y.

Output
HOMO energy (alpha / beta) in eV: -18.6782 / -21.7135
HOMO-LUMO gap (alpha / beta) in Eh: 0.2011 / 0.3114

Geometry as ORCA input:
```
! RIJCOSX wB97M-V def2-TZVPD def2/J DEFGRID3
* xyz 3 2
C -0.58 0.44 0.13
O -0.39 -0.94 0.51
C -1.57 -1.69 0.59
C -1.28 -3.03 1.21
O -0.06 -3.51 0.63
C 0.52 -4.66 1.25
C 1.87 -4.85 0.60
O 2.54 -3.58 0.60
C 3.94 -3.66 0.32
Y 1.35 -1.98 0.26
H 0.39 0.93 0.15
H -1.01 0.48 -0.88
H -1.24 0.92 0.86
H -2.06 -1.74 -0.39
H -2.93 -1.17 1.06
H -2.10 -3.73 1.00
H -1.15 -2.95 2.30
H -0.11 -5.55 1.08
H 0.63 -4.48 2.33
H 1.78 -5.20 -0.44
H 2.46 -5.58 1.17
H 4.33 -2.63 0.30
H 4.44 -4.23 1.11
H 4.10 -4.13 -0.66
C -4.52 -0.70 1.49
H -5.21 -0.85 0.65
H -4.56 0.35 1.78
H -4.88 -1.31 2.33
*
```

DFT (wB97M-V/def2-TZVPD) results for 2 unconnected molecules or ions with the total composition CH4ClNO.

Output
Energy relative to the best compared isomer or geometry (same formula, charge and spin) in kJ/mol: 302.1
HOMO energy in eV: -9.5240
HOMO-LUMO gap in Eh: 0.3707

Geometry as ORCA input:
```
! RIJCOSX wB97M-V def2-TZVPD def2/J DEFGRID3
* xyz 0 1
C -0.20 0.23 -0.07
N -0.01 -1.23 -0.22
O 0.98 0.87 0.00
Cl -1.39 0.93 -1.15
H -1.15 0.34 1.35
H 0.07 -1.60 0.71
H 0.98 -1.30 -0.46
H 0.71 1.77 -0.15
*
```

DFT (wB97M-V/def2-TZVPD) results for a molecular structure, C29H33ClI2N5O2Pt.

Output
HOMO energy (alpha / beta) in eV: -10.0387 / -10.1124
HOMO-LUMO gap (alpha / beta) in Eh: 0.2526 / 0.2164

Geometry as ORCA input:
```
! RIJCOSX wB97M-V def2-TZVPD def2/J DEFGRID3
* xyz 1 3
Pt 6.76 -17.89 7.17
I 11.47 -17.45 12.94
C 9.83 -17.73 11.64
C 8.51 -17.30 11.89
C 7.50 -17.47 10.96
I 5.76 -16.39 11.40
C 7.72 -18.10 9.67
O 6.69 -18.60 9.01
C 9.07 -18.54 9.42
C 9.42 -19.22 8.17
N 8.85 -18.60 6.94
C 8.77 -19.58 5.79
C 7.42 -20.35 5.73
C 7.35 -21.70 5.43
C 6.14 -22.42 5.64
C 5.03 -21.69 6.09
C 5.17 -20.31 6.28
N 6.31 -19.67 6.05
C 10.04 -18.35 10.38
H 8.34 -16.69 12.79
H 10.50 -19.17 8.06
H 9.02 -20.27 8.22
H 9.42 -17.77 6.74
H 8.86 -19.02 4.83
H 9.55 -20.36 5.81
H 8.27 -22.23 4.98
H 6.27 -23.48 5.57
H 4.05 -22.14 6.33
H 4.34 -19.68 6.59
H 11.11 -18.52 10.22
C 5.53 -11.37 1.63
C 6.02 -12.79 1.97
C 6.96 -13.36 0.86
C 4.85 -13.75 1.91
C 6.74 -12.76 3.43
O 7.75 -11.71 3.39
C 5.61 -12.53 4.51
C 6.09 -11.94 5.88
C 5.05 -12.00 7.00
C 4.57 -10.90 7.68
C 3.56 -11.01 8.59
C 2.94 -12.24 8.83
Cl 1.34 -12.52 9.48
C 3.66 -13.37 8.43
C 4.59 -13.26 7.40
C 7.65 -14.03 3.69
N 7.12 -15.26 4.26
C 7.41 -15.82 5.42
N 6.73 -16.98 5.50
C 5.98 -17.09 4.38
N 6.17 -16.09 3.56
H 4.95 -11.41 0.70
H 6.30 -10.61 1.51
H 4.81 -10.96 2.37
H 6.26 -13.44 0.02
H 7.34 -14.36 1.14
H 7.78 -12.68 0.64
H 4.64 -13.94 0.79
H 3.92 -13.53 2.41
H 5.15 -14.72 2.31
H 7.27 -10.81 3.36
H 5.26 -13.57 4.78
H 4.65 -12.09 4.23
H 6.43 -10.87 5.71
H 7.01 -12.46 6.19
H 4.82 -9.86 7.42
H 3.16 -10.14 9.14
H 3.30 -14.32 8.65
H 4.95 -14.12 6.88
H 8.51 -13.85 4.34
H 8.11 -14.30 2.74
H 8.04 -15.38 6.20
H 5.21 -17.86 4.28
*
```

DFT (wB97M-V/def2-TZVPD) results for C5H7N in the gas phase.

Output
Energy relative to the best compared isomer or geometry (same formula, charge and spin) in kJ/mol: 389.8
HOMO energy in eV: -9.2972
HOMO-LUMO gap in Eh: 0.3819

Geometry as ORCA input:
```
! RIJCOSX wB97M-V def2-TZVPD def2/J DEFGRID3
* xyz 0 1
C -1.89 -0.25 -1.65
C -0.87 -0.57 -1.09
C 0.47 -0.84 -0.58
N 0.71 -1.42 0.79
C 0.93 0.00 0.54
C 0.23 1.24 1.03
H -2.78 0.02 -2.18
H 1.17 -1.16 -1.32
H -0.17 -1.91 0.62
H 2.01 0.16 0.42
H -0.82 1.07 1.26
H 0.73 1.64 1.92
H 0.31 2.00 0.25
*
```

DFT (wB97M-V/def2-TZVPD) results for a molecular structure, C11H22N2O2Si2.

Output
Energy relative to the best compared isomer or geometry (same formula, charge and spin) in kJ/mol: 0.0
HOMO energy in eV: -9.2317
HOMO-LUMO gap in Eh: 0.3667

Geometry as ORCA input:
```
! RIJCOSX wB97M-V def2-TZVPD def2/J DEFGRID3
* xyz 0 1
N 1.72 0.47 -0.97
N -0.40 0.09 0.06
O -0.09 1.95 -1.27
O -0.69 -1.78 1.47
C 0.43 0.79 -0.73
C 2.13 -0.59 -0.37
C 0.09 -0.98 0.68
C 1.42 -1.39 0.49
C 1.96 -2.65 1.05
C 0.23 4.90 -1.51
C 1.44 3.13 0.78
C 2.45 2.94 -2.15
C -2.78 -3.57 2.22
C -3.36 -1.00 0.54
C -1.68 -3.22 -0.71
Si 0.98 3.24 -1.02
Si -2.13 -2.35 0.90
H 3.17 -0.87 -0.56
H 3.02 -2.57 1.37
H 1.40 -2.95 1.93
H 1.91 -3.43 0.30
H -0.83 4.91 -1.30
H 0.72 5.74 -0.96
H 0.39 5.08 -2.60
H 2.20 2.36 0.89
H 1.79 4.06 1.19
H 0.57 2.81 1.37
H 3.02 3.86 -2.38
H 2.15 2.44 -3.06
H 3.10 2.24 -1.64
H -2.75 -4.64 1.98
H -2.26 -3.35 3.17
H -3.83 -3.33 2.37
H -2.92 -0.27 -0.11
H -3.51 -0.50 1.51
H -4.32 -1.35 0.17
H -0.70 -3.70 -0.66
H -1.60 -2.52 -1.53
H -2.41 -3.99 -0.91
*
```

DFT (wB97M-V/def2-TZVPD) results for C14H15N3 in the gas phase.

Output
Energy relative to the best compared isomer or geometry (same formula, charge and spin) in kJ/mol: 244.2
HOMO energy in eV: -7.7703
HOMO-LUMO gap in Eh: 0.2873

Geometry as ORCA input:
```
! RIJCOSX wB97M-V def2-TZVPD def2/J DEFGRID3
* xyz 0 1
C 0.85 -1.01 0.96
C 1.84 -0.25 1.73
C 3.19 -0.67 1.60
N 4.27 -1.10 1.43
C 1.60 0.98 2.43
N 1.42 2.02 2.95
C -0.55 -0.68 1.53
C -1.07 0.59 1.25
C -2.41 0.92 1.53
C -3.21 0.02 2.24
C -2.70 -1.23 2.59
C -1.39 -1.60 2.19
H 1.05 -2.04 0.76
H -0.42 1.40 0.84
H -2.84 1.89 1.21
H -4.23 0.24 2.50
H -3.28 -1.98 3.17
H -0.94 -2.57 2.46
C 2.26 -0.96 -2.84
C 0.78 -1.23 -3.20
C -0.04 -1.16 -1.91
N 0.94 -0.69 -0.84
C 2.34 -0.69 -1.36
H 2.89 -1.80 -3.16
H 2.60 -0.06 -3.37
H 0.42 -0.41 -3.86
H 0.67 -2.17 -3.76
H -0.76 -0.34 -1.98
H -0.59 -2.10 -1.70
H 0.71 0.36 -0.87
H 3.02 -1.37 -0.84
H 2.66 0.33 -1.16
*
```

DFT (wB97M-V/def2-TZVPD) results for 8 unconnected molecules or ions with the total composition C18H54N2O6.

Output
HOMO energy in eV: -8.2818
HOMO-LUMO gap in Eh: 0.3150

Geometry as ORCA input:
```
! RIJCOSX wB97M-V def2-TZVPD def2/J DEFGRID3
* xyz 0 1
C 3.95 4.42 -0.55
C 4.33 3.16 0.24
N 3.25 2.59 1.06
C 2.00 2.37 0.31
C 2.20 1.50 -0.92
C 2.96 3.36 2.26
C 4.09 3.27 3.29
H 3.37 4.17 -1.44
H 4.81 5.00 -0.87
H 3.32 5.09 0.05
H 4.63 2.34 -0.42
H 5.16 3.44 0.88
H 1.34 1.88 1.03
H 1.52 3.34 0.10
H 1.28 1.26 -1.44
H 2.84 1.97 -1.66
H 2.65 0.55 -0.62
H 2.05 2.97 2.72
H 2.67 4.39 2.01
H 3.88 3.85 4.19
H 5.04 3.63 2.91
H 4.20 2.24 3.63
C -2.15 -1.85 -5.56
C -1.95 -1.68 -4.05
N -3.23 -1.62 -3.30
C -3.08 -2.03 -1.93
C -2.96 -3.55 -1.78
C -3.77 -0.26 -3.47
C -5.19 -0.09 -2.94
H -2.35 -2.89 -5.78
H -1.22 -1.56 -6.06
H -2.93 -1.21 -5.97
H -1.36 -2.50 -3.65
H -1.42 -0.73 -3.87
H -2.20 -1.54 -1.46
H -3.89 -1.74 -1.24
H -1.99 -3.78 -2.23
H -3.07 -3.85 -0.74
H -3.65 -4.09 -2.43
H -3.83 -0.09 -4.54
H -3.10 0.50 -3.06
H -5.80 -0.95 -3.19
H -5.62 0.77 -3.45
H -5.20 0.09 -1.87
C -1.88 0.88 3.74
O -0.86 1.78 3.33
H -1.40 0.04 4.26
H -2.66 1.35 4.33
H -2.29 0.48 2.82
H -0.61 2.39 4.03
C 3.64 -2.90 -0.51
O 2.36 -3.47 -0.72
H 4.36 -3.31 -1.22
H 3.63 -1.82 -0.64
H 4.02 -3.15 0.49
H 1.73 -3.15 -0.05
C -2.09 1.52 -0.04
O -2.42 2.49 -1.03
H -1.55 0.71 -0.53
H -1.41 1.93 0.71
H -3.02 1.17 0.42
H -3.06 3.08 -0.63
C 3.10 -0.79 2.70
O 4.17 -0.33 1.88
H 3.46 -1.18 3.66
H 2.34 -0.04 2.91
H 2.65 -1.62 2.15
H 3.84 0.48 1.47
C 0.04 -1.34 1.20
O 0.22 -2.72 0.92
H -0.02 -1.17 2.28
H 0.83 -0.77 0.72
H -0.90 -1.02 0.73
H -0.41 -3.22 1.44
C -3.07 -2.81 2.35
O -1.99 -3.74 2.40
H -3.19 -2.29 1.40
H -4.05 -3.27 2.53
H -2.92 -2.07 3.15
H -2.15 -4.22 3.22
*
```

DFT (wB97M-V/def2-TZVPD) results for a molecular structure, C4H9NO2.

Output
Energy relative to the best compared isomer or geometry (same formula, charge and spin) in kJ/mol: 271.5
HOMO energy in eV: -9.6024
HOMO-LUMO gap in Eh: 0.3872

Geometry as ORCA input:
```
! RIJCOSX wB97M-V def2-TZVPD def2/J DEFGRID3
* xyz 0 1
C 1.38 -1.28 1.27
C 0.90 -0.23 0.29
O 0.91 -0.82 -0.99
C -0.51 0.27 0.64
N -1.02 1.15 -0.38
C -1.71 0.83 -1.44
O -1.90 1.89 -2.14
H 1.38 -0.89 2.30
H 2.39 -1.60 1.02
H 0.72 -2.16 1.23
H 1.59 0.64 0.31
H 0.80 -0.11 -1.64
H -1.17 -0.61 0.75
H -0.50 0.79 1.60
H -1.20 2.28 -1.09
H -2.08 -0.15 -1.72
*
```

| no. | largest force on an atom (hartree/bohr) |
| --- | --- |
| 1 | 0.06367 |
| 2 | 0.17883 |
| 3 | 0.09805 |
| 4 | 0.01229 |
| 5 | 0.08505 |
| 6 | 0.10584 |
| 7 | 0.06452 |
| 8 | 0.04993 |
| 9 | 0.05785 |
| 10 | 0.06088 |
| 11 | 0.02988 |
| 12 | 0.00649 |